# 1
DFT (the ωB97M-V functional and the def2-TZVPD basis) results for 2 unconnected molecules or ions with the total composition C2H10NO.

## Properties
2S+1 = 1
total charge = +1
HOMO-LUMO gap = 11.60 eV

Last column: Mulliken charge in e.
Geometry (Å):
1 C -0.966395 -1.354791 1.632589  -0.566
2 O -0.679995 -1.362568 0.206149  -0.602
3 H -1.408711 -1.632254 -0.364913  0.317
4 H -0.029415 -1.189434 2.180310  0.237
5 H -1.756682 -0.594935 1.692056  0.309
6 H -1.289641 -2.360807 1.945630  0.274
7 C 1.040079 1.007898 -1.647327  -0.695
8 N 0.486985 1.136364 -0.214247  -0.281
9 H 1.195793 0.894208 0.485270  0.381
10 H 0.224835 2.111339 -0.105790  0.381
11 H -0.220429 0.417294 0.026444  0.300
12 H 2.114615 1.193538 -1.663377  0.332
13 H 0.393957 1.726330 -2.178566  0.327
14 H 0.895005 0.007817 -1.994227  0.286

Atomic forces in eV per Å
C -0.7612 -0.7841 -1.0582
O 1.1696 0.4800 -0.2072
H -0.2035 -0.2081 0.5921
H -0.3567 0.4983 -0.3312
H 0.3083 -0.2749 1.1965
H -0.2402 0.5340 -0.0577
C -0.8717 0.5460 0.7728
N 1.4915 -0.5206 -0.1534
H 0.2277 0.4476 -0.1987
H -0.3633 -0.1431 0.5240
H -0.5958 -0.0507 -0.6679
H -0.3258 0.5002 0.0554
H 0.8733 -0.4474 -0.3452
H -0.3523 -0.5771 -0.1214

# 2
DFT (the ωB97M-V functional and the def2-TZVPD basis) results for 2 unconnected molecules or ions with the total composition C6H16.

## Properties
2S+1 = 1
total charge = 0
SMILES string = CCC.CCC
HOMO-LUMO gap = 11.77 eV

Last column: Mulliken charge in e.
Geometry (Å):
1 C -0.553316 -2.186929 -0.784187  -1.215
2 C -1.298719 -0.886030 -0.555472  0.697
3 C -2.335005 -0.541497 -1.608327  -1.327
4 H 0.310057 -2.285484 -0.117418  0.302
5 H -1.050605 -3.112430 -0.468834  0.356
6 H -0.229157 -2.247339 -1.812206  0.316
7 H -0.544242 -0.107942 -0.463461  -0.564
8 H -1.735616 -0.831269 0.447451  0.304
9 H -3.197061 -1.204520 -1.508532  0.334
10 H -1.925209 -0.633114 -2.616853  0.329
11 H -2.696418 0.471282 -1.504552  0.362
12 C 0.453402 0.667600 1.734338  -1.186
13 C 1.435827 0.773271 0.531951  0.008
14 C 2.237117 2.053902 0.630402  -1.478
15 H 0.400782 -0.358909 2.076740  0.258
16 H 0.838099 1.355697 2.482548  0.511
17 H -0.510286 1.078868 1.443845  0.273
18 H 2.048312 -0.092450 0.319056  0.329
19 H 0.810041 0.874254 -0.354174  0.302
20 H 2.876739 2.317920 -0.216617  0.369
21 H 1.696733 2.959012 0.903900  0.354
22 H 2.968524 1.936099 1.440407  0.365

Atomic forces in eV per Å
C 0.1793 -0.6367 1.0455
C 0.1872 0.3436 0.6758
C -0.0145 -0.3862 0.0222
H 0.3321 0.5759 -0.2703
H -0.7036 0.2444 -0.6188
H 0.1749 -0.2595 -0.2876
H -0.2540 -0.0396 -0.5961
H -0.2680 -0.4074 -0.1003
H 0.0052 -0.0287 -0.2126
H -0.0333 -0.0958 0.0180
H -0.1010 0.3446 0.1186
C 1.1308 0.3699 -0.7432
C -1.3006 1.1783 -0.6122
C 1.6735 0.1719 0.6856
H -0.3567 0.0269 0.3453
H -0.0127 -0.3852 0.5642
H -0.1794 -0.3260 0.0606
H 0.2775 -0.2185 0.4540
H 0.2115 -0.0321 -0.1979
H -0.3611 -0.2820 -0.3074
H -0.5351 -0.1858 -0.1613
H -0.0522 0.0278 0.1177

# 3
DFT (the ωB97M-V functional and the def2-TZVPD basis) results for a molecular structure, C33H44Ge2N2O6OsSi2.

## Properties
2S+1 = 6
total charge = +1
HOMO-LUMO gap (alpha / beta) = 7.02 / 4.58 eV

Last column: Löwdin spin population.
Geometry (Å):
1 Os 0.174015 0.994506 -0.243972  2.494
2 O 1.774673 6.444137 2.642837  0.348
3 C 1.546084 5.405958 2.099566  0.143
4 C 2.593778 4.453956 1.497949  0.092
5 O 3.786663 4.584924 1.551162  0.164
6 C 1.802629 3.367247 0.875593  0.003
7 C 0.415074 3.580549 1.110124  -0.011
8 O -0.415449 2.725637 0.630633  0.049
9 C 0.157306 4.798381 1.855317  0.099
10 O -0.891230 5.284131 2.207162  0.256
11 O 2.175550 2.371836 0.218291  0.064
12 N -0.678667 -5.962771 -1.365610  0.001
13 C -0.833878 -4.940975 -2.229003  0.002
14 O -1.294884 -5.078999 -3.339061  0.003
15 C -0.425085 -3.576945 -1.744842  0.019
16 C -0.533560 -2.525234 -2.653589  0.002
17 C -0.246110 -1.238739 -2.252529  0.025
18 N 0.143501 -0.934218 -1.001834  0.047
19 C 0.277911 -1.953486 -0.137397  0.039
20 C 0.022611 -3.269571 -0.463515  0.003
21 H -0.910085 -6.888157 -1.688789  0.000
22 H -0.275912 -5.872041 -0.451810  0.000
23 H -0.866166 -2.745981 -3.659286  0.000
24 H -0.334074 -0.411596 -2.944008  0.002
25 H 0.595804 -1.700738 0.866101  0.004
26 H 0.144849 -4.018522 0.303055  0.000
27 C -2.341763 4.155768 -1.207787  0.006
28 Ge -3.013459 2.300284 -1.463279  0.050
29 C -2.292423 1.691806 -3.232443  0.000
30 C -5.011459 2.150248 -1.489988  0.023
31 Ge -2.140137 0.723749 0.453379  0.026
32 C -2.618954 1.444338 2.234726  0.006
33 C -3.524186 2.493597 2.342272  -0.001
34 C -3.875881 2.999508 3.580266  0.001
35 C -3.318750 2.463981 4.728947  -0.002
36 C -2.395552 1.435339 4.634524  0.001
37 C -2.042216 0.934170 3.393906  -0.001
38 C -2.757701 -1.172907 0.320407  -0.002
39 C -3.264097 -1.639610 -0.888518  -0.001
40 C -3.658006 -2.956667 -1.036708  0.000
41 C -3.525170 -3.839049 0.022650  -0.001
42 C -3.023118 -3.389625 1.232363  0.000
43 C -2.647652 -2.067700 1.380128  -0.001
44 H -2.856955 4.811714 -1.905249  0.001
45 H -1.276831 4.189576 -1.427514  0.000
46 H -2.495932 4.525318 -0.198851  0.000
47 H -2.705441 2.349604 -3.995550  0.000
48 H -2.573127 0.673142 -3.485298  0.000
49 H -1.207536 1.785232 -3.263732  0.000
50 H -5.383614 2.744139 -2.321486  0.004
51 H -5.459804 2.520727 -0.573131  0.000
52 H -5.321334 1.118942 -1.634560  0.000
53 H -3.957617 2.918096 1.444487  0.000
54 H -4.579193 3.815544 3.647668  0.000
55 H -3.596468 2.853131 5.696767  0.000
56 H -1.946588 1.025439 5.526880  0.000
57 H -1.298336 0.148968 3.326640  -0.001
58 H -3.368399 -0.949156 -1.716520  0.000
59 H -4.063983 -3.296225 -1.975701  0.000
60 H -3.824092 -4.869135 -0.091984  0.000
61 H -2.932201 -4.069635 2.066511  0.000
62 H -2.280143 -1.718898 2.335425  0.000
63 C 2.495445 -1.785942 2.711723  -0.002
64 Si 3.705381 -1.555075 1.243217  0.086
65 C 4.074324 -3.266098 0.476720  0.013
66 C 5.313431 -0.750645 1.875371  0.031
67 C 2.888617 -0.455075 -0.036895  0.703
68 Si 3.489263 0.143411 -1.706583  0.081
69 C 5.045891 1.231263 -1.528011  0.029
70 C 2.157252 1.153167 -2.666213  0.025
71 C 3.821204 -1.375460 -2.814726  0.010
72 H 3.045768 -1.826262 3.644942  0.000
73 H 1.924214 -2.707570 2.642600  0.000
74 H 1.792101 -0.961198 2.803424  -0.001
75 H 4.245825 -3.996984 1.261646  0.001
76 H 4.966752 -3.225057 -0.138670  0.000
77 H 3.261141 -3.624741 -0.147069  0.000
78 H 5.749189 -1.348430 2.669875  0.004
79 H 5.132774 0.244710 2.264367  0.000
80 H 6.045261 -0.669347 1.080239  0.000
81 H 2.106903 0.157944 0.439284  0.045
82 H 4.854788 2.083224 -0.884785  0.000
83 H 5.364500 1.603677 -2.497265  0.004
84 H 5.870083 0.669036 -1.104552  0.000
85 H 1.251829 1.353900 -2.058994  0.010
86 H 1.842949 0.634939 -3.566064  0.001
87 H 2.540836 2.122650 -2.963977  0.002
88 H 4.673688 -1.939069 -2.457543  0.000
89 H 4.041969 -1.057892 -3.828215  0.001
90 H 2.971392 -2.050115 -2.856041  0.000

Atomic forces in eV per Å
Os 0.0524 1.1240 0.2576
O -0.3208 -1.3433 -0.6665
C 0.8016 2.4710 1.2588
C 1.8145 -1.2564 -0.6744
O -1.4085 0.2497 0.1185
C -0.9189 0.0031 -0.0979
C 1.2838 0.2614 0.0127
O 0.1403 0.4664 0.2789
C -2.3452 -0.9906 -0.4644
O 1.1550 -0.1439 -0.1391
O 0.0153 0.3024 0.3170
N 0.0774 -0.2599 0.1887
C -0.0642 -0.1958 0.0628
O -0.0421 0.1058 -0.1974
C 0.1793 0.6974 0.0855
C 0.1030 -0.1837 0.1244
C 0.0230 0.1423 -0.3417
N -0.2483 -0.8115 -0.1084
C 0.1372 -0.1721 0.3725
C -0.0785 0.0374 -0.3832
H -0.0291 0.0314 -0.0165
H 0.0078 0.0375 -0.0443
H 0.0096 0.1067 0.0126
H -0.0495 0.0140 0.0300
H -0.0966 0.0281 -0.0613
H 0.0094 0.0230 0.1005
C -0.2123 -0.5220 -0.0060
Ge 0.0554 -0.4157 -0.0082
C -0.2573 0.2350 0.5408
C 0.7347 0.1054 0.0330
Ge -1.4518 -0.2874 0.1287
C 0.3817 -0.1459 -0.5379
C -0.0090 -0.0891 -0.3219
C -0.0474 0.0757 0.0712
C -0.0006 0.0220 0.0525
C 0.0324 -0.0098 0.0881
C 0.0946 -0.1100 -0.1417
C 0.2184 0.6403 -0.1963
C -0.0157 0.2884 0.0427
C -0.0262 -0.1602 -0.0390
C -0.0375 -0.0233 -0.0667
C 0.0035 -0.1272 0.1133
C 0.0412 0.2773 0.1843
H -0.0957 0.0353 -0.0882
H 0.0486 -0.0553 -0.0530
H -0.0673 -0.0173 0.1258
H -0.0249 0.0511 -0.0684
H -0.0616 -0.1253 0.0463
H 0.0735 0.0337 0.0415
H -0.0148 0.0697 -0.0944
H 0.0228 0.0406 0.1106
H 0.0515 -0.1076 -0.0060
H -0.0695 0.0612 0.0195
H -0.0752 0.0641 0.0131
H -0.0177 0.0379 0.0788
H 0.0334 -0.0288 0.0888
H 0.0163 -0.0574 0.0621
H -0.0364 -0.0176 -0.1418
H -0.0571 -0.0715 -0.1617
H -0.0567 -0.1245 -0.0118
H -0.0125 -0.0654 0.0928
H 0.0268 -0.0389 0.1211
C 0.3597 0.1612 -0.5381
Si 0.1674 -0.4744 0.2378
C -0.0716 0.7380 0.3239
C -0.6882 -0.3292 -0.3145
C 0.4273 0.2089 0.0300
Si 0.2631 -0.0735 -0.7367
C -0.6531 -0.5303 -0.0205
C 0.2889 -0.3340 0.6724
C 0.0280 0.6328 0.5631
H 0.1691 -0.0450 0.1989
H -0.0954 -0.1864 -0.0821
H -0.1159 0.2031 -0.0142
H 0.0589 -0.1166 0.1525
H 0.1864 -0.0019 -0.1420
H -0.2054 -0.0137 -0.0925
H 0.0425 -0.1589 0.1468
H -0.0812 0.2317 0.0860
H 0.1591 0.0150 -0.2046
H 0.1495 -0.1766 0.1633
H -0.1045 0.1475 0.1451
H -0.0046 0.0207 -0.2154
H 0.1831 -0.1496 0.1077
H 0.1262 0.1640 -0.4648
H -0.1102 -0.1691 -0.1152
H 0.0679 0.2297 0.0470
H 0.2396 -0.2054 0.1019
H 0.0539 0.1149 -0.2206
H -0.2360 -0.0853 0.0478